(1)
DFT (ωB97M-V with the def2-TZVPD basis set) results for C5H15N3 as an isolated structure.

Last column: Löwdin spin population.
Geometry (Å):
N -2.66 -0.91 -0.83  0.014
C -1.01 -1.25 -0.51  0.022
C -0.16 -0.10 -0.67  0.102
N 0.83 0.15 0.21  0.724
C -3.25 1.26 1.26  0.000
C 1.87 -0.19 -0.79  0.069
C 3.29 -0.22 0.04  -0.002
N 3.43 0.96 0.88  0.001
H -2.97 -1.89 -0.94  0.001
H -0.46 -1.88 0.19  0.002
H -1.29 -1.70 -1.48  -0.001
H -2.16 -0.91 0.13  0.000
H -0.40 0.76 -1.31  0.028
H -2.36 0.63 1.30  0.000
H -4.09 0.67 0.92  0.000
H -3.39 1.64 2.26  0.000
H -3.04 2.13 0.64  0.000
H 1.83 -1.25 -1.07  0.020
H 2.11 0.49 -1.60  0.021
H 4.15 -0.13 -0.62  0.000
H 3.35 -1.21 0.49  0.000
H 2.52 1.29 1.19  -0.001
H 3.86 1.67 0.32  0.000

**Relative energy (zero: lowest compared OMol25 entry of this formula, charge and spin)**: 678.29 kJ/mol
**Gap between HOMO and LUMO (alpha / beta)**: 7.1 / 6.2 eV
**Multiplicity**: 2
**E_LUMO (alpha / beta)**: -6.0 / -6.9 eV
**Charge**: +1



(2)
DFT (ωB97M-V with the def2-TZVPD basis set) results for a 7-piece molecular cluster, C23H56F3N18O9 overall.

Last column: Löwdin charge in e.
Geometry (Å):
C -0.33 -1.99 1.61  -0.073
C -0.30 -0.45 1.79  -0.238
C 1.10 0.13 2.05  -0.155
C 2.18 -0.10 0.94  -0.074
N 1.69 -0.61 -0.34  0.077
C 0.83 -0.13 -1.27  -0.273
N 0.20 1.03 -1.22  -0.097
C -0.74 1.36 -2.31  0.016
O 0.34 1.96 -0.24  -0.096
C 1.50 2.81 -0.47  -0.119
C 1.05 4.29 -0.83  -0.160
N -0.41 4.41 -0.75  -0.059
C -0.90 5.03 0.49  -0.172
C -1.58 4.05 1.46  -0.360
C -0.62 3.69 2.65  -0.028
O -2.76 4.63 2.04  -0.084
N 0.67 -0.98 -2.29  0.248
C 1.44 -2.03 -2.00  -0.352
N 1.59 -3.10 -2.82  0.183
C 0.54 -3.83 -2.99  -0.298
C 0.33 -4.63 -4.24  0.000
C -0.53 -3.95 -1.90  0.005
N 2.05 -1.81 -0.85  0.045
C 2.96 -2.79 -0.33  -0.048
O 4.28 -2.21 -0.20  0.089
C 5.16 -2.72 -1.08  -0.744
F 5.70 -3.85 -0.64  0.161
F 4.67 -2.87 -2.29  0.210
F 6.17 -1.85 -1.18  0.166
H 0.48 -2.45 2.19  0.079
H -0.15 -2.21 0.55  0.037
H -1.32 -2.38 1.85  0.085
H -0.81 0.01 0.93  0.095
H -0.93 -0.20 2.66  0.112
H 1.07 1.21 2.26  0.085
H 1.46 -0.34 2.98  0.118
H 2.70 0.85 0.79  0.109
H 2.93 -0.77 1.36  0.123
H -1.37 2.19 -2.01  0.093
H -1.42 0.50 -2.42  0.093
H -0.25 1.50 -3.28  0.099
H 2.15 2.38 -1.23  0.127
H 2.05 2.84 0.48  0.104
H 1.37 4.47 -1.86  0.116
H 1.57 4.97 -0.14  0.114
H -0.71 4.91 -1.57  0.111
H -1.65 5.78 0.20  0.126
H -0.13 5.57 1.05  0.089
H -1.85 3.09 0.99  0.132
H -0.74 2.63 2.90  0.061
H -0.88 4.28 3.53  0.082
H 0.43 3.83 2.37  0.071
H -3.19 3.91 2.52  0.106
H -0.11 -5.61 -4.02  0.067
H -0.37 -4.08 -4.88  0.110
H 1.30 -4.80 -4.73  0.091
H -0.03 -4.06 -0.93  0.084
H -1.16 -3.05 -1.86  0.097
H -1.12 -4.86 -2.08  0.057
H 2.63 -3.02 0.70  0.152
H 2.93 -3.73 -0.88  0.146
C -6.30 4.62 1.41  -0.671
O -6.23 4.01 2.47  0.002
N -5.20 5.10 0.77  0.158
N -7.49 4.85 0.80  0.164
H -5.23 5.59 -0.10  0.095
H -4.30 4.93 1.22  0.050
H -8.32 4.50 1.26  0.095
H -7.59 5.34 -0.07  0.093
C -3.37 -6.58 -3.29  -0.679
O -3.32 -5.65 -2.50  0.015
N -2.33 -7.45 -3.47  0.151
N -4.46 -6.81 -4.07  0.156
H -2.35 -8.22 -4.11  0.098
H -1.51 -7.31 -2.90  0.093
H -5.24 -6.19 -3.97  0.109
H -4.52 -7.57 -4.73  0.097
C -0.59 7.85 3.21  -0.665
O -0.79 7.41 2.09  0.019
N -1.45 7.64 4.24  0.160
N 0.51 8.60 3.51  0.154
H -1.31 8.00 5.17  0.096
H -2.27 7.09 4.05  0.104
H 1.16 8.78 2.77  0.103
H 0.69 8.98 4.42  0.095
C -9.15 3.75 4.51  -0.684
O -9.37 3.31 3.39  0.014
N -10.02 3.55 5.55  0.142
N -8.04 4.47 4.82  0.155
H -9.87 3.90 6.48  0.088
H -10.85 3.02 5.36  0.100
H -7.38 4.63 4.08  0.062
H -7.85 4.84 5.73  0.090
C 4.12 -7.27 -1.28  -0.683
O 3.05 -6.76 -0.97  -0.004
N 4.22 -8.57 -1.70  0.156
N 5.29 -6.59 -1.22  0.166
H 5.08 -9.01 -1.95  0.099
H 3.37 -9.10 -1.75  0.105
H 5.23 -5.64 -0.91  0.059
H 6.19 -6.97 -1.47  0.108
C 9.65 -3.72 -2.04  -0.682
O 9.82 -4.81 -1.54  0.028
N 10.63 -3.07 -2.74  0.150
N 8.47 -3.04 -1.94  0.148
H 10.51 -2.17 -3.16  0.092
H 11.51 -3.53 -2.83  0.106
H 7.74 -3.50 -1.43  0.063
H 8.30 -2.14 -2.35  0.090

**Gap between HOMO and LUMO**: 8.6 eV
**E_LUMO**: -2.0 eV
**Charge**: +1



(3)
DFT (ωB97M-V with the def2-TZVPD basis set) results for a 2-piece molecular cluster, CH5NOS2 overall.

Last column: natural (NBO) charge in e.
Geometry (Å):
C -1.43 0.40 -0.52  -0.780
N 0.21 -1.53 -0.09  -0.902
O 1.47 1.01 0.59  -0.832
S -0.52 -0.46 0.79  0.760
S 2.49 0.14 -0.41  0.164
H -2.47 0.08 -0.49  0.231
H -0.96 0.10 -1.45  0.260
H -1.35 1.47 -0.36  0.235
H 0.76 -2.17 0.45  0.371
H 1.80 0.96 1.50  0.492

**Relative energy (zero: lowest compared OMol25 entry of this formula, charge and spin)**: 339.80 kJ/mol
**Gap between HOMO and LUMO (alpha / beta)**: 6.8 / 8.4 eV
**E_LUMO (alpha / beta)**: -1.0 / -0.3 eV
**Charge**: 0